Record 1
The following is a quantum chemistry calculation of a 6-piece molecular cluster, C52H72IN6O2S2 overall in a non-equilibrium geometry, from OMol25.

Structure (ORCA input):
```
! RIJCOSX wB97M-V def2-TZVPD def2/J DEFGRID3
* xyz 1 1
C 6.9102 2.0732 1.4629
C 5.4581 2.2087 1.0182
C 4.4630 1.4929 1.9449
C 4.2323 0.0287 1.5480
N 2.7947 -0.2566 1.2994
C 2.3754 0.3726 0.0335
C 0.9689 -0.0450 -0.3658
C -0.1342 0.7270 0.3801
C -1.1364 -0.1524 1.1634
N -2.5369 0.0878 0.8538
O -3.2447 0.8404 1.7748
C -3.6029 0.0486 2.9264
C -4.7008 -0.9701 2.6773
C -6.0366 -0.2496 2.4733
C -4.7856 -1.9816 3.8460
C -5.5173 -1.4492 5.0868
C -3.4180 -2.5643 4.2349
C -3.2150 -0.2497 -0.2369
N -4.4860 0.1142 -0.4895
C -4.7636 -0.3806 -1.6747
N -3.7551 -1.0695 -2.1992
C -3.7303 -1.7616 -3.4745
C -2.5214 -1.4010 -4.3235
O -1.5868 -2.0935 -4.4325
I -2.6025 0.4709 -5.3419
N -2.7359 -1.0022 -1.2673
N -1.5751 -1.6858 -1.5151
C 2.6037 -1.6673 1.2365
S 1.6618 -2.4379 2.2953
S 3.3886 -2.5459 -0.1132
C 4.1833 -3.8992 0.7722
C 4.8084 -4.8765 -0.2149
C 5.3503 -6.0966 0.5452
H 7.5282 2.8567 1.0267
H 7.0115 2.1636 2.5439
H 7.3567 1.1242 1.1671
H 5.3705 1.8299 -0.0013
H 5.2210 3.2710 0.9578
H 3.5286 2.0456 1.9649
H 4.9029 1.4985 2.9390
H 4.8220 -0.2230 0.6626
H 4.5634 -0.6366 2.3427
H 3.0755 0.2005 -0.7911
H 2.3680 1.4479 0.2071
H 0.8748 0.1229 -1.4402
H 0.8170 -1.1118 -0.2143
H -0.6962 1.3805 -0.2857
H 0.3389 1.3860 1.1039
H -0.8843 -1.2108 1.1219
H -1.0491 0.1157 2.2106
H -2.7038 -0.3864 3.3578
H -3.9559 0.7867 3.6434
H -4.5038 -1.5619 1.7807
H -6.0653 0.2477 1.5083
H -6.8498 -0.9706 2.5280
H -6.1888 0.5205 3.2256
H -5.3789 -2.8116 3.4591
H -6.5916 -1.5768 4.9791
H -5.3048 -0.3988 5.2675
H -5.2309 -2.0378 5.9545
H -2.9554 -1.9512 5.0081
H -3.5096 -3.5832 4.5943
H -2.7283 -2.5450 3.3893
H -5.7230 -0.2304 -2.1450
H -4.6221 -1.4168 -3.9915
H -3.7977 -2.8409 -3.3613
H -1.2393 -2.1845 -0.7074
H -0.8696 -1.1075 -1.9507
H 3.4556 -4.4238 1.3872
H 4.9596 -3.5204 1.4342
H 5.6388 -4.3918 -0.7235
H 4.0687 -5.2075 -0.9390
H 5.5645 -5.8536 1.5846
H 4.6407 -6.9199 0.5382
H 6.2731 -6.4633 0.1042
C -10.4243 -2.2016 -2.8334
C -9.1389 -2.5844 -2.4800
C -8.0590 -2.1488 -3.2349
C -8.2601 -1.3278 -4.3364
C -9.5465 -0.9437 -4.6866
C -10.6275 -1.3831 -3.9362
H -11.2691 -2.5419 -2.2498
H -8.9800 -3.2218 -1.6200
H -7.0546 -2.4586 -2.9641
H -7.4175 -0.9883 -4.9276
H -9.7064 -0.3049 -5.5448
H -11.6310 -1.0880 -4.2118
C -0.6511 -4.7296 -5.9633
C -0.1166 -5.5300 -6.9640
C -0.2038 -6.9119 -6.8723
C -0.8290 -7.4975 -5.7807
C -1.3626 -6.7002 -4.7786
C -1.2708 -5.3178 -4.8685
H -0.5745 -3.6547 -6.0357
H 0.3682 -5.0752 -7.8179
H 0.2162 -7.5333 -7.6522
H -0.8986 -8.5750 -5.7105
H -1.8481 -7.1576 -3.9259
H -1.6776 -4.6967 -4.0810
C 7.2716 5.6843 2.8394
C 6.8683 6.9403 2.4064
C 7.8091 7.9434 2.2237
C 9.1525 7.6871 2.4648
C 9.5549 6.4295 2.8906
C 8.6123 5.4298 3.0857
H 6.5380 4.9003 2.9829
H 5.8220 7.1369 2.2109
H 7.4968 8.9249 1.8919
H 9.8864 8.4692 2.3182
H 10.6025 6.2282 3.0730
H 8.9259 4.4493 3.4217
C 10.6953 3.2912 -0.5227
C 11.7975 3.1098 -1.3466
C 12.6777 4.1596 -1.5676
C 12.4578 5.3883 -0.9606
C 11.3571 5.5679 -0.1344
C 10.4739 4.5203 0.0843
H 10.0077 2.4720 -0.3520
H 11.9713 2.1504 -1.8166
H 13.5352 4.0205 -2.2129
H 13.1454 6.2063 -1.1317
H 11.1852 6.5258 0.3394
H 9.6136 4.6613 0.7225
C -10.0932 2.1524 2.5133
C -9.1525 1.7672 1.5687
C -8.3221 2.7155 0.9878
C -8.4293 4.0497 1.3544
C -9.3695 4.4350 2.2997
C -10.2026 3.4872 2.8774
H -10.7416 1.4133 2.9654
H -9.0657 0.7255 1.2856
H -7.5904 2.4151 0.2478
H -7.7814 4.7897 0.9028
H -9.4536 5.4751 2.5860
H -10.9380 3.7891 3.6115
*
```

**Gap between HOMO and LUMO**: 7.53 eV
**HOMO level**: -0.3798 Ha

Record 2
The following is a quantum chemistry calculation of C52H75CaN9O3PSi2 as an isolated structure, from OMol25.

Structure (ORCA input):
```
! RIJCOSX wB97M-V def2-TZVPD def2/J DEFGRID3
* xyz -1 1
Ca 0.7418 0.2111 0.9210
C -2.2268 4.3568 0.8180
Si -0.5919 3.5672 1.3902
C 0.0375 4.7435 2.7578
C 0.6631 3.8429 -0.0031
N -0.6876 1.9119 1.7378
C -1.4202 1.3920 2.8010
C -1.9903 2.2250 3.7776
C -2.7017 1.7588 4.8762
C -2.8279 0.3943 5.0517
C -2.2757 -0.4608 4.1054
C -1.6200 -0.0262 2.9402
N -1.1756 -0.9331 1.9690
Si -1.7959 -2.4850 1.7225
C -2.9283 -3.4092 2.9501
C -2.9261 -2.5253 0.1693
C -0.4160 -3.7813 1.4739
H -2.1549 5.4444 0.7195
H -3.0275 4.1322 1.5293
H -2.5423 3.9464 -0.1457
H 0.4899 5.6391 2.3217
H 0.7945 4.2516 3.3757
H -0.7647 5.0700 3.4253
H 1.5706 4.3177 0.3780
H 0.2446 4.4967 -0.7723
H 0.9574 2.9071 -0.4780
H -1.8670 3.2956 3.6611
H -3.1419 2.4583 5.5780
H -3.3551 -0.0098 5.9088
H -2.3564 -1.5254 4.2647
H -3.8196 -2.8261 3.1974
H -2.4157 -3.6462 3.8871
H -3.2572 -4.3525 2.5038
H -3.9739 -2.4358 0.4703
H -2.8379 -3.4613 -0.4009
H -2.7184 -1.6888 -0.5019
H 0.5173 -3.4590 1.9392
H -0.1949 -3.9916 0.4233
H -0.7045 -4.7335 1.9277
C -3.9324 6.0694 -3.0640
O -2.9667 5.0431 -3.0305
C -2.3663 4.6860 -4.2026
C -2.5994 5.2854 -5.4260
C -1.9473 4.8262 -6.5704
C -1.0933 3.7431 -6.4717
C -0.8635 3.1332 -5.2421
C -1.4663 3.6108 -4.0840
N -1.2795 3.0883 -2.8192
C -0.5555 1.9232 -2.5026
N 0.7498 2.0066 -2.8408
C 1.7993 1.0550 -2.6802
C 1.9957 0.3427 -1.4932
C 3.1909 -0.4195 -1.4909
C 4.0663 -0.5055 -2.5609
C 3.7973 0.1774 -3.7473
C 2.6632 0.9714 -3.7899
O 2.2923 1.7016 -4.9046
C 3.1799 1.7182 -5.9961
N -1.0608 0.9036 -1.9019
C -2.4430 0.8526 -1.5830
C -2.8281 0.7356 -0.2558
C -4.1683 0.6066 0.0901
C -5.1384 0.5767 -0.8908
C -4.7785 0.6691 -2.2332
C -3.4426 0.7998 -2.5803
O -3.0156 0.8384 -3.8830
C -4.0037 0.9968 -4.8758
H -4.3091 6.1585 -2.0486
H -4.7598 5.8199 -3.7351
H -3.4943 7.0216 -3.3758
H -3.2962 6.1083 -5.5050
H -2.1158 5.3221 -7.5172
H -0.6058 3.3523 -7.3568
H -0.2022 2.2789 -5.1846
H -1.9917 3.3362 -2.1482
H 1.0207 2.8653 -3.2918
H 3.4604 -0.9631 -0.5918
H 4.9657 -1.1086 -2.4855
H 4.4739 0.1151 -4.5884
H 4.1540 2.1333 -5.7221
H 2.7203 2.3517 -6.7524
H 3.3321 0.7161 -6.4129
H -2.0547 0.7613 0.5030
H -4.4404 0.5191 1.1347
H -6.1840 0.4700 -0.6289
H -5.5422 0.6217 -2.9970
H -3.4797 1.2368 -5.7992
H -4.6815 1.8228 -4.6402
H -4.5907 0.0817 -5.0122
C 0.2994 -3.3235 -5.2841
N 0.8585 -2.0379 -4.6928
C 1.6556 -2.4232 -3.4306
N 0.8290 -3.1344 -2.5316
C 0.3054 -4.3400 -3.1331
N -0.4811 -4.0474 -4.3381
C -1.7212 -3.3341 -3.9809
P -1.4795 -1.6793 -3.1214
C -0.2372 -1.0630 -4.3758
C -0.1922 -2.2797 -1.9240
H 1.1552 -3.9190 -5.6073
H -0.3098 -3.0513 -6.1470
H 1.5054 -1.6037 -5.3503
H 2.0353 -1.5056 -2.9780
H 2.4788 -3.0489 -3.7821
H -0.3356 -4.8509 -2.4157
H 1.1362 -4.9969 -3.4045
H -2.3084 -3.9732 -3.3189
H -2.3067 -3.1764 -4.8907
H 0.2231 -0.1688 -3.9487
H -0.7490 -0.7977 -5.3022
H -0.6947 -2.8305 -1.1331
H 0.3467 -1.4616 -1.4602
C 5.9070 -3.6240 3.8198
C 4.8238 -3.2139 2.8504
C 4.4638 -4.0535 1.8016
C 3.4179 -3.6672 0.9617
C 2.9761 -4.5770 -0.1582
C 2.8080 -2.4438 1.1366
C 3.2182 -1.4879 2.1186
C 4.2011 -1.9879 3.0221
N 2.6634 -0.2600 2.0775
C 3.0475 0.8651 2.9383
C 4.5348 0.9548 3.3528
C 2.1587 0.9015 4.1912
C 2.7711 2.1348 2.1046
H 6.1938 -4.6663 3.6733
H 5.5640 -3.5000 4.8491
H 6.8002 -3.0077 3.6921
H 4.9621 -5.0063 1.6568
H 3.5449 -5.5084 -0.1473
H 3.1211 -4.0933 -1.1283
H 1.9142 -4.8196 -0.0704
H 1.9702 -2.1818 0.4913
H 4.4853 -1.4129 3.8866
H 4.7440 0.4330 4.2848
H 4.8060 2.0016 3.5101
H 5.1773 0.5517 2.5683
H 2.3151 0.0015 4.7912
H 1.1037 0.9378 3.9083
H 2.3803 1.7785 4.8083
H 3.3210 2.0704 1.1615
H 3.0802 3.0318 2.6436
H 1.7024 2.2236 1.8907
*
```

**Gap between HOMO and LUMO**: 4.11 eV
**HOMO level**: -0.1066 Ha

Record 3
The following is a quantum chemistry calculation of C52H78GeN4O5P3S3Ti as an isolated structure in a non-equilibrium geometry, from OMol25.

Structure (ORCA input):
```
! RIJCOSX wB97M-V def2-TZVPD def2/J DEFGRID3
* xyz -1 1
Ti 0.6525 0.0040 -0.4887
C 3.4455 -0.0682 0.9347
C 2.4016 -0.2484 2.0488
N 1.1409 -0.8408 1.5715
C 1.0370 -2.2992 1.6218
C 1.9261 -2.9668 0.5887
S 1.6217 -2.3792 -1.1193
C 3.2924 -1.8225 -1.5972
C 3.4752 -0.3104 -1.5315
N 2.8280 0.2748 -0.3459
H 4.1672 0.7022 1.2386
H 4.0096 -0.9933 0.7972
H 2.8289 -0.8584 2.8598
H 2.1474 0.7301 2.4645
H 0.3762 -0.4360 2.1116
H 1.2898 -2.6776 2.6263
H -0.0155 -2.5430 1.4193
H 2.9795 -2.8221 0.8190
H 1.7346 -4.0380 0.6016
H 4.0098 -2.3614 -0.9767
H 3.4242 -2.1344 -2.6337
H 4.5463 -0.0631 -1.5670
H 3.0121 0.1338 -2.4167
H 2.7501 1.2880 -0.4711
C -2.3681 -0.8496 -2.0681
P -1.9765 -0.5415 -0.3081
C -2.8516 -1.8252 0.7010
N -3.6768 -1.2360 1.5724
C -4.3884 -2.0732 2.3937
C -5.3075 -1.5365 3.2922
C -6.0527 -2.3546 4.1303
C -5.8997 -3.7344 4.0594
C -4.9863 -4.2871 3.1764
C -4.2116 -3.4790 2.3374
N -3.3129 -4.0471 1.4869
C -2.6448 -3.1996 0.6641
P -1.3174 -3.9440 -0.3161
C -0.5948 -5.0313 0.9924
C -2.0764 -5.2906 -1.3873
C -2.8937 -6.3177 -0.6044
C -2.9655 -4.6472 -2.4470
C -0.9124 -5.9831 -2.1024
C -2.9737 1.0157 -0.0003
C -4.4688 0.8176 -0.2569
C -2.4531 2.0920 -0.9688
C -2.7606 1.5032 1.4312
H -3.3798 -1.2394 -2.1771
H -1.6519 -1.5564 -2.4859
H -2.2637 0.0832 -2.6242
H -5.4168 -0.4589 3.3169
H -6.7598 -1.9183 4.8266
H -6.4854 -4.3797 4.7042
H -4.8420 -5.3598 3.1100
H -1.3370 -5.7257 1.3829
H -0.2752 -4.4106 1.8290
H 0.2688 -5.5763 0.6072
H -3.5320 -5.8451 0.1427
H -2.2465 -7.0275 -0.0898
H -3.5168 -6.8910 -1.2982
H -3.7952 -4.1079 -1.9904
H -3.3804 -5.4295 -3.0899
H -2.4068 -3.9648 -3.0781
H -0.2872 -6.5387 -1.4043
H -0.2874 -5.2718 -2.6410
H -1.3078 -6.6982 -2.8295
H -4.6571 0.4346 -1.2607
H -4.9604 1.7923 -0.1854
H -4.9097 0.1405 0.4724
H -2.9444 2.0213 -1.9403
H -1.3686 2.0581 -1.1359
H -2.6963 3.0740 -0.5517
H -3.0949 0.7482 2.1444
H -1.7090 1.7387 1.6037
H -3.3449 2.4190 1.5773
C 0.4838 1.4934 -3.2299
O 0.4867 0.7380 -2.0622
H 0.9262 2.4743 -3.0095
H -0.5530 1.6187 -3.5715
H 1.0575 0.9729 -3.9978
O 1.7720 3.0025 -0.3537
C 0.9070 2.7845 0.4964
O 0.3981 1.6392 0.7409
C 0.3945 3.9100 1.3780
C 0.2289 3.5007 2.8456
Ge 1.1295 4.7307 4.0681
C 3.0394 4.4597 3.7506
C 3.7767 3.6073 4.5718
C 5.0787 3.2555 4.2535
C 5.6684 3.7521 3.1015
C 4.9540 4.6061 2.2761
C 3.6529 4.9571 2.6010
C 0.6402 4.2919 5.9058
C 0.2027 5.2712 6.7932
C -0.2023 4.9408 8.0773
C -0.1797 3.6186 8.4929
C 0.2458 2.6287 7.6204
C 0.6480 2.9655 6.3392
C 0.6007 6.5677 3.6856
C -0.7519 6.8436 3.4872
C -1.1816 8.1209 3.1725
C -0.2599 9.1481 3.0456
C 1.0883 8.8933 3.2418
C 1.5118 7.6111 3.5609
H -0.5713 4.2355 0.9822
H 1.0861 4.7423 1.2331
H 0.6972 2.5255 3.0093
H -0.8199 3.3714 3.1118
H 3.3351 3.2154 5.4800
H 5.6336 2.5929 4.9056
H 6.6819 3.4728 2.8457
H 5.4037 4.9916 1.3706
H 3.1105 5.6121 1.9329
H 0.1760 6.3080 6.4807
H -0.5408 5.7158 8.7522
H -0.5007 3.3573 9.4921
H 0.2547 1.5941 7.9352
H 0.9566 2.1747 5.6655
H -1.4849 6.0503 3.5731
H -2.2350 8.3143 3.0189
H -0.5923 10.1455 2.7907
H 1.8116 9.6915 3.1438
H 2.5671 7.4276 3.7162
C -0.8725 -1.3811 -7.0428
C 0.2942 -0.5973 -7.6113
C 0.6694 -1.0552 -9.0126
O 1.4700 -0.5780 -6.7903
P 2.0747 -1.7284 -5.8392
S 3.9127 -1.1746 -5.4126
S 0.9060 -2.1733 -4.3113
O 2.0321 -2.9543 -6.9051
C 2.1924 -4.3097 -6.4994
C 3.6638 -4.6839 -6.5032
C 1.3719 -5.1486 -7.4660
H -1.7231 -1.2556 -7.7164
H -1.1483 -1.0332 -6.0512
H -0.6427 -2.4414 -6.9629
H 0.0126 0.4644 -7.6513
H 0.9812 -2.0962 -8.9956
H 1.4913 -0.4571 -9.4000
H -0.1865 -0.9506 -9.6837
H 1.7770 -4.4102 -5.4854
H 4.0701 -4.6091 -7.5122
H 3.7853 -5.7099 -6.1531
H 4.2317 -4.0153 -5.8581
H 1.7448 -5.0246 -8.4844
H 0.3262 -4.8470 -7.4393
H 1.4337 -6.2043 -7.2020
*
```

**Gap between HOMO and LUMO (spin up / spin down)**: 2.92 / 2.94 eV
**HOMO level (spin up / spin down)**: -0.0683 / -0.0684 Ha

Result set for DFT total energy: -3597.32764; -4343.06909; -7768.74481 a.u., one per record in the order listed.